No. 1
{
  "formula": "C61H99N14O",
  "method": "ωB97M-V/def2-TZVPD",
  "species": ["H", "C", "H", "H", "N", "H", "H", "N", "H", "C", "C", "H", "C", "C", "H", "H", "C", "C", "H", "N", "H", "H", "C", "H", "H", "H", "H", "H", "H", "N", "H", "H", "H", "C", "C", "C", "C", "H", "H", "H", "C", "H", "H", "H", "H", "H", "H", "H", "C", "C", "H", "H", "H", "C", "H", "C", "C", "N", "H", "H", "C", "N", "N", "C", "N", "H", "H", "H", "H", "C", "H", "H", "C", "H", "C", "H", "H", "H", "H", "H", "H", "H", "C", "C", "H", "C", "H", "H", "H", "H", "C", "C", "H", "C", "H", "C", "C", "H", "C", "H", "C", "C", "C", "N", "H", "H", "H", "H", "H", "N", "H", "H", "C", "H", "C", "H", "C", "C", "H", "C", "C", "C", "H", "H", "N", "C", "N", "C", "C", "H", "H", "C", "H", "H", "H", "C", "C", "H", "N", "H", "H", "C", "C", "C", "H", "H", "C", "H", "H", "C", "H", "H", "H", "H", "C", "C", "C", "H", "H", "C", "O", "H", "H", "C", "C", "N", "H", "H", "C", "H", "H", "H", "C", "H", "H"],
  "xyz": [[-4.05632, 6.00852, -3.75625], [-5.41739, 0.54027, -0.26805], [0.92493, -6.04339, 0.39955], [-0.41360, -6.86346, -4.09617], [3.56115, -1.32644, -4.07704], [4.45883, -1.56959, 0.12620], [-1.07399, -6.44816, -0.47272], [3.65293, 2.12015, 1.81605], [5.33340, -2.32960, -1.63752], [1.82871, 4.38462, -0.73867], [-3.49890, -3.22344, 3.18847], [-5.69877, 5.42368, -3.91962], [2.02806, -0.69938, 5.42181], [-2.45853, -4.39018, 1.11759], [-5.10746, -1.21978, -3.21697], [-3.42628, -4.56036, 0.64121], [-0.39812, -4.72413, -4.34637], [5.78716, 3.60437, 2.78099], [5.22107, 1.71844, 1.93323], [-2.95679, 0.01569, 3.30637], [3.39749, -0.98188, 2.36886], [6.09743, -3.58345, -4.71830], [0.81740, -0.94686, 3.51520], [0.31965, -4.84310, -1.88359], [1.58492, -3.48954, 0.13732], [6.20353, -1.80646, 0.10849], [4.37042, -0.29951, 3.63035], [4.10069, -5.24372, 3.00378], [3.56161, -1.50994, -0.27736], [-5.69562, -2.50762, 1.95343], [-8.08802, 2.15920, -1.37930], [-3.75344, 3.12348, 4.61578], [-2.20209, -5.34719, 1.57953], [2.10236, 0.20701, -0.22861], [-4.71278, 5.16275, -3.53634], [-2.99262, 1.12890, 3.02921], [1.70493, 5.68836, -1.18380], [-1.96305, -5.52065, -1.63704], [-3.99405, 3.95711, -5.22996], [1.15260, -3.13305, 3.41610], [0.10284, -5.97405, -3.74385], [-1.58138, -7.21405, -2.02874], [-5.69647, 3.12981, 2.22596], [3.27721, 2.08707, -0.37529], [1.15491, 0.94811, 4.35793], [-1.78955, -1.42804, -0.29681], [-0.87219, 1.59336, 1.28631], [-4.74923, 5.04200, -2.45357], [5.13027, 2.78044, 1.69566], [-3.07237, -1.27347, -3.56435], [-1.73937, 0.75509, -2.10912], [-0.56911, -1.63768, -1.57427], [-1.42714, -3.23035, 2.62228], [2.48908, -1.29665, -0.27646], [1.14200, -6.02656, -4.07345], [-2.39362, -3.23954, 2.11179], [-1.21298, -6.30854, -1.54483], [6.24778, 2.98343, -0.67580], [-3.45759, -3.55813, -2.02401], [0.54442, 3.82194, -3.64079], [1.70559, -5.53068, 0.93372], [3.37058, -5.12279, 2.32941], [1.29519, 3.56429, -1.68564], [0.67523, 0.18532, 1.93906], [-0.78264, -3.75473, -4.82074], [6.03308, -4.33038, -3.11758], [6.00432, 5.68913, 3.43002], [0.56943, 0.69329, 2.90319], [2.23937, 3.98508, 0.17314], [-0.72263, -1.32900, -0.53927], [-5.19429, -2.98154, -0.55055], [-0.35674, 5.24241, -0.91153], [-4.35220, -3.10051, -2.44383], [-6.38723, -0.92827, 0.89876], [-2.03240, 4.62422, 0.17468], [6.85416, 3.40145, 2.85472], [4.41958, 5.36457, 2.65234], [-3.88003, 4.95268, 1.31908], [0.23592, -0.59567, 2.67787], [2.73595, 0.07820, 1.86323], [-0.06449, -1.89031, 0.12040], [-5.60084, -4.47748, -1.30372], [2.52036, -6.09921, 1.87933], [5.49870, -0.93651, 1.95333], [3.51419, 1.01567, -1.76083], [2.00890, -2.02408, 5.08467], [-4.58177, -3.61408, -3.38429], [2.06457, -1.73930, -1.18023], [-1.26796, 2.12057, -1.11674], [2.08337, 6.54811, -0.65242], [-3.00336, 2.55532, 2.67818], [4.44993, -1.54672, -3.38761], [-8.53969, -0.18252, 0.07049], [-1.93537, 2.62136, -4.12547], [-1.97945, 2.91980, 2.80703], [-3.98666, 3.31294, 3.56809], [-0.45942, 0.20687, -0.42525], [-4.06030, -1.10550, -1.76593], [5.73717, 2.91953, 0.35098], [2.67595, -7.12720, 2.16223], [0.97119, 4.30325, -2.77384], [6.87251, -2.29287, -3.14201], [1.32259, -2.16282, 3.85348], [1.27432, -0.04405, 4.44842], [7.31585, -1.57363, -3.83073], [6.31834, -0.24361, 2.16762], [-3.98421, 7.23619, -0.06804], [-2.45153, 1.11066, -0.48560], [-3.38972, -2.40860, 3.90702], [-2.14337, -1.00654, -4.18143], [5.82885, 5.45691, 1.70574], [-5.61178, 1.83792, 3.46822], [1.15342, 5.64898, -2.48965], [2.04317, 1.68883, 1.47364], [5.40927, -1.13553, 0.44019], [7.60458, -2.39460, -2.33603], [-7.63477, 0.33124, -0.21446], [-1.98339, 6.62196, -0.80179], [-5.39746, 2.37455, -1.49108], [-0.53207, 0.57077, 1.07701], [0.07351, -5.86244, -2.20052], [3.90517, 1.04017, 2.11448], [-1.72416, -4.17950, 0.34042], [-1.49744, 7.42120, -1.33718], [-1.29977, 1.86989, -4.71371], [-3.16889, 5.29911, 0.58980], [-1.28111, 5.48284, -0.55960], [-5.43650, 2.89256, 3.25525], [1.97984, 0.61634, 1.27631], [5.80327, -0.72460, -2.09259], [3.67312, -3.05431, 1.88913], [-7.37761, 1.48680, -0.93067], [-6.06552, 3.42881, 3.97002], [-2.91851, 3.18641, -2.47536], [1.05325, 2.56649, -1.60398], [3.30227, 1.04217, -0.69405], [-2.73813, 3.64270, -3.45772], [2.49872, -2.86440, 5.55188], [-6.46335, -0.14467, 0.26061], [4.07237, 2.99929, 1.54354], [-2.41253, -2.25463, 1.63812], [5.61307, -1.72260, -2.50046], [-4.22225, -1.61384, -2.71609], [-5.53289, -3.40481, -1.50145], [2.09510, -1.74841, 0.64018], [-3.55421, -4.20037, 3.66481], [-1.53032, 1.05776, -1.08250], [7.55493, -4.14972, -4.00462], [0.64941, -0.89014, 2.15080], [5.47642, 5.09928, 2.68260], [5.54009, -0.18495, -0.07765], [5.73919, -1.87907, 2.44512], [2.36103, -0.13443, 6.27476], [-3.84854, 4.37502, 3.36851], [-4.06929, 3.91519, -4.14087], [-4.77177, -2.80856, 2.56430], [6.60773, -3.66099, -3.75602], [-1.41176, 0.04159, 1.48133], [-4.73575, 3.05927, -4.00152], [2.05911, -4.17123, 0.82758], [1.01249, 0.47770, -2.28096], [-3.17998, 2.66882, 1.60788], [-6.52379, -3.06041, -1.78475], [3.09790, -3.93267, 1.66538], [-3.16461, 6.53455, -0.10009], [0.87847, 0.55681, -0.89448], [0.97263, 6.45630, -3.17914], [-1.64063, 3.67433, 0.50060], [-5.95728, 1.61695, -0.96990], [0.95950, -6.36813, -1.80194], [4.14760, 0.65124, -0.11318], [5.32750, 3.28279, 3.72131], [4.24070, -0.30714, 2.54403], [-4.38375, 0.28119, -0.11784], [-2.10295, 4.50919, -3.26327]],
  "homo_lumo_gap_ha": 0.154,
  "e_above_lowest_kj_mol": 2115.4,
  "homo_ev": -2.24,
  "total_charge": -1
}

No. 2
{
  "formula": "C3H4N2O3",
  "method": "ωB97M-V/def2-TZVPD",
  "species": ["H", "N", "N", "C", "O", "C", "H", "O", "C", "O", "H", "H"],
  "xyz": [[2.70391, -0.50582, 0.29895], [1.72130, -0.11390, 0.09635], [1.47335, 1.24180, 0.14043], [-0.56640, 0.07910, -0.08569], [-1.38467, -0.24383, -1.09753], [0.65831, -0.92255, -0.01459], [-1.97288, -1.07322, -1.00122], [0.64885, -2.11108, -0.25660], [0.21472, 1.37259, -0.10699], [-1.23574, 0.15765, 1.23230], [-2.09123, -0.24187, 1.01773], [-0.16952, 2.36114, -0.22313]],
  "homo_lumo_gap_ha": 0.372,
  "e_above_lowest_kj_mol": 220.8,
  "smiles": "O=C1NN=CC1(O)O",
  "homo_ev": -9.74
}

No. 3
{
  "formula": "C2H5N4P",
  "method": "ωB97M-V/def2-TZVPD",
  "species": ["C", "N", "H", "C", "P", "H", "H", "N", "N", "H", "N", "H"],
  "xyz": [[0.98223, 0.84964, -1.27224], [0.18216, -0.41790, 0.61405], [-2.20365, -1.80330, 1.97958], [0.36387, 0.72717, 0.08855], [-1.14025, -1.35094, 2.82361], [2.06542, 0.60787, -1.46407], [-1.88364, -0.28950, 3.45811], [-0.47618, 1.29453, 2.00047], [-0.48853, -0.06402, 1.91253], [0.33734, 0.28586, -2.00328], [0.05007, 1.72924, 0.94642], [0.84350, 1.86600, -1.38976]],
  "homo_lumo_gap_ha": [0.230, 0.233],
  "spin_multiplicity": 3,
  "e_above_lowest_kj_mol": 18.4,
  "homo_ev": [-5.76, -9.94]
}

No. 4
{
  "formula": "C4H9N2OS2",
  "method": "ωB97M-V/def2-TZVPD",
  "species": ["H", "C", "S", "S", "C", "O", "H", "H", "C", "N", "H", "H", "C", "H", "H", "H", "N", "H"],
  "xyz": [[-2.34984, -0.28250, -1.71297], [-1.65614, -0.16240, -0.87572], [2.32144, 0.62569, -0.60179], [-2.56044, 0.69235, 0.52180], [0.25383, -1.30267, -0.20045], [0.93611, -2.27473, 0.37206], [1.94428, 1.52699, 1.60436], [2.44360, -0.19678, 1.65119], [0.77778, -0.12619, -0.58913], [-0.48334, 0.66983, -1.24534], [-0.53062, 1.62457, -0.86720], [-1.67165, -2.00100, 0.11970], [2.60268, 0.77264, 1.19257], [3.63745, 1.07495, 1.30811], [0.44640, -3.10656, 0.40736], [-3.71203, 0.86302, -0.11427], [-1.10090, -1.41837, -0.48014], [-0.31106, 0.72174, -2.25337]],
  "homo_lumo_gap_ha": 0.336,
  "e_above_lowest_kj_mol": 0.0,
  "smiles": "CSC1=C(O)N[C@@H](S)[NH2+]1",
  "homo_ev": -12.40,
  "total_charge": 1
}

no.,total energy (eV)
1,-87742.7843
2,-12296.7074
3,-17397.1759
4,-30984.5270